# 1
The following is a DFT calculation (ωB97M-V/def2-TZVPD) of a 7-piece molecular cluster, CH16O7 overall.

Geometry (Å):
C (-4.159744, -1.264788, 0.174104)
O (-5.530614, -0.722168, 0.087804)
H (-3.891564, -1.860668, 1.046524)
H (-3.874494, -1.813128, -0.723706)
H (-3.472824, -0.421608, 0.101344)
H (-5.609094, -0.271928, -0.756426)
O (5.206736, 1.624122, -2.587126)
H (4.707966, 1.121812, -1.942816)
H (4.819106, 1.386052, -3.429326)
O (-1.887164, 1.715752, -2.242146)
H (-2.143404, 1.490492, -3.136476)
H (-1.101804, 1.193512, -2.078766)
O (1.079706, -0.466838, -0.947536)
H (1.990776, -0.507748, -0.656826)
H (0.574606, -0.785768, -0.199616)
O (-0.263894, -1.268958, 2.155034)
H (-0.346824, -0.964198, 3.058634)
H (0.342026, -2.008228, 2.205764)
O (0.002736, 2.210312, 2.671994)
H (-0.905904, 2.215642, 2.972944)
H (0.141016, 1.322552, 2.341874)
O (4.622786, -0.451388, 0.322434)
H (4.597846, -0.192858, 1.243724)
H (5.102016, -1.279968, 0.318584)

Forces on atoms 1 to 2 (eV/Å):
-0.13 1.45 -1.39
1.24 -1.26 0.80

Output
SMILES ... CO.O.O.O.O.O.O
ΔE to the lowest compared entry with this formula, charge and spin ... 133.8 kJ/mol
LUMO energy ... -0.125 eV
Max |F| ... 2.01 eV/Å
Multiplicity ... 1
HOMO ... -10.21 eV

# 2
The following is a DFT calculation (ωB97M-V/def2-TZVPD) of a 8-piece molecular cluster, CH16O9 overall.

Geometry (Å):
O (-0.961805, 1.463865, -2.392644)
C (-0.212564, 0.730163, -2.987470)
O (0.084816, -0.511696, -2.630913)
H (0.244334, 0.889826, -3.973972)
H (-0.218323, -0.712121, -1.685963)
H (-1.889727, -1.435311, 3.170467)
H (-2.815154, -1.576547, 1.932342)
O (-1.964916, -1.807608, 2.310441)
H (1.605961, -1.921879, -0.872384)
H (2.041318, -2.983646, 0.045794)
O (2.355418, -2.143333, -0.295700)
H (0.351904, 2.770511, 2.911282)
H (0.802375, 1.894230, 4.021185)
O (0.630690, 1.861630, 3.078946)
H (-0.618431, -1.235198, 0.265346)
H (-1.214915, -2.231802, -0.775298)
O (-0.391844, -1.805198, -0.508150)
H (1.263236, -1.039199, 1.621602)
H (0.594883, 0.260388, 2.052593)
O (0.760009, -0.308715, 1.283651)
H (-2.165904, 1.098459, 0.758399)
H (-1.890114, 0.835188, -0.623576)
O (-2.254921, 0.361067, 0.148067)
H (1.400384, 2.753397, -0.520551)
H (1.755827, 1.545103, 0.355888)
O (1.957338, 2.481064, 0.215298)

Forces on atoms 1 to 2 (eV/Å):
0.28 0.40 0.18
-0.31 -1.37 -0.41

Output
SMILES ... O=CO.O.O.O.O.O.O.O
ΔE to the lowest compared entry with this formula, charge and spin ... 60.0 kJ/mol
LUMO energy ... 0.086 eV
Max |F| ... 1.47 eV/Å
Multiplicity ... 1
HOMO ... -10.85 eV

# 3
The following is a DFT calculation (ωB97M-V/def2-TZVPD) of a 7-piece molecular cluster, CH17NO6 overall.

Geometry (Å):
C (4.357719, 1.786615, 1.347109)
N (3.115208, 1.144011, 0.929079)
H (5.275662, 1.785331, 0.767173)
H (4.672134, 1.275197, 2.296303)
H (4.173373, 2.906635, 1.338998)
H (2.871579, 1.362135, -0.098946)
H (3.497263, 0.137394, 0.751453)
H (3.532839, -0.918108, 4.421262)
H (3.025300, -2.383883, 4.625525)
O (3.803807, -1.854007, 4.440658)
H (-0.966689, 0.443281, -4.178715)
H (-2.118985, 0.709361, -3.511718)
O (-1.138800, 0.907421, -3.432618)
H (-5.205611, 0.641070, -3.209036)
H (-4.473304, -0.505038, -3.652641)
O (-4.465078, 0.471560, -3.878631)
H (-2.282950, 0.079212, -0.449518)
H (-1.496078, -0.827878, 0.527825)
O (-2.313574, -0.879471, 0.015795)
H (1.025691, 0.956525, 3.636400)
H (0.894396, 0.664459, 2.127705)
O (0.464351, 1.192853, 2.800311)
H (-3.505919, -2.143875, -1.117597)
H (-2.200121, -2.468805, -1.893378)
O (-3.184626, -2.393453, -2.066428)

Forces on atoms 1 to 2 (eV/Å):
0.18 1.95 0.84
1.16 -3.15 -3.24

Output
SMILES ... CN.O.O.O.O.O.O
ΔE to the lowest compared entry with this formula, charge and spin ... 248.4 kJ/mol
LUMO energy ... 0.165 eV
Max |F| ... 4.92 eV/Å
Multiplicity ... 1
HOMO ... -10.14 eV

# 4
The following is a DFT calculation (ωB97M-V/def2-TZVPD) of CH17O10V as an isolated structure.

Geometry (Å):
O (-0.524377, -0.700355, -0.058712)
V (0.459655, 0.519766, 0.188028)
O (0.578276, 0.729443, 1.774222)
C (-0.953462, 3.413985, 0.530669)
O (-0.623170, 2.253659, -0.138165)
H (-0.642753, 4.316087, -0.017161)
H (-2.030045, 3.530837, 0.710541)
H (-0.429284, 3.454186, 1.498517)
O (2.377511, 1.726127, -0.002757)
H (3.088666, 1.481801, 0.599658)
H (2.815158, 2.115807, -0.766094)
O (-1.561994, -1.971262, -2.927951)
H (-1.863986, -2.882406, -2.896710)
H (-2.081799, -1.511119, -2.241829)
O (1.161379, -0.352962, 4.424233)
H (0.328878, 0.040424, 4.698540)
H (1.366242, 0.087432, 3.589543)
O (2.087457, -1.121756, 0.223838)
H (2.356433, -1.635914, 0.992683)
H (2.743351, -1.310759, -0.454153)
O (-0.186312, -3.867104, 0.090135)
H (-0.631199, -3.681721, -0.742112)
H (-0.361968, -3.088139, 0.628729)
O (-3.281650, -0.669111, -1.056044)
H (-4.159175, -1.043690, -0.932188)
H (-2.936614, -0.540372, -0.163949)
O (0.957008, 0.301852, -2.133520)
H (0.441195, -0.346634, -2.637133)
H (1.506574, 0.751896, -2.780859)

Forces on atoms 1 to 2 (eV/Å):
-0.20 0.21 0.08
-2.21 2.97 1.15

Output
ΔE to the lowest compared entry with this formula, charge and spin ... 16.6 kJ/mol
LUMO energy ... -0.580 eV
Max |F| ... 3.88 eV/Å
Multiplicity ... 1
HOMO ... -8.59 eV

# 5
The following is a DFT calculation (ωB97M-V/def2-TZVPD) of a 8-piece molecular cluster, CH18O7 overall.

Geometry (Å):
C (0.316206, 1.012593, -2.481122)
H (0.425001, 0.766063, -3.526709)
H (1.033217, 1.670112, -1.979887)
H (0.291987, 0.221847, -1.731343)
H (-0.641073, 1.534585, -2.404873)
H (-2.128132, -1.876087, 1.540274)
H (-0.773897, -1.127854, 1.265997)
O (-1.656232, -1.353101, 0.893647)
H (-2.670600, -0.266284, -1.621985)
H (-3.302144, -1.682451, -1.838123)
O (-3.473265, -0.713785, -1.868243)
H (1.570307, -2.020614, -1.810050)
H (1.921752, -2.783169, -0.488991)
O (1.349632, -2.782881, -1.234140)
H (2.852396, -0.117288, -0.437814)
H (4.083089, 0.040528, 0.460548)
O (3.225508, -0.398648, 0.393336)
H (-0.730952, 2.621202, 3.072046)
H (-1.225400, 1.706632, 1.959008)
O (-1.488872, 2.065558, 2.831156)
H (-1.653621, 0.373926, 0.381924)
H (-2.367819, 1.715235, 0.126971)
O (-1.498911, 1.320279, 0.193036)
H (1.499930, 0.350245, 2.927017)
H (2.754353, -0.108896, 2.275318)
O (2.287538, -0.167738, 3.102994)

Forces on atoms 1 to 2 (eV/Å):
-0.68 0.76 1.40
0.74 -0.31 0.06

Output
SMILES ... C.O.O.O.O.O.O.O
ΔE to the lowest compared entry with this formula, charge and spin ... 159.1 kJ/mol
LUMO energy ... -0.063 eV
Max |F| ... 1.92 eV/Å
Multiplicity ... 1
HOMO ... -11.14 eV

# 6
The following is a DFT calculation (ωB97M-V/def2-TZVPD) of a 9-piece molecular cluster, CH20O8 overall.

Geometry (Å):
C (1.110912, -2.395124, 0.533312)
H (0.693125, -2.960647, 1.387345)
H (0.197239, -2.146806, -0.043056)
H (1.703672, -3.068410, -0.084535)
H (1.794011, -1.543702, 0.788227)
H (1.233098, 0.898980, -1.396403)
H (2.649747, 0.246770, -1.125374)
O (2.131561, 0.972438, -1.540158)
H (1.227217, 1.190104, 1.380623)
H (1.511460, 2.453468, 2.015083)
O (0.979923, 2.102554, 1.351520)
H (-1.598362, 0.209341, 0.396578)
H (-2.620013, 0.091806, 1.382925)
O (-1.953268, -0.357668, 1.128753)
H (-1.412285, -0.936131, -1.301289)
H (-1.314369, -1.974036, -2.323779)
O (-1.759095, -1.839407, -1.474144)
H (-2.062454, 0.935924, -1.818046)
H (-1.058580, 1.734843, -0.832312)
O (-1.263584, 0.867561, -1.204884)
H (0.001014, -0.210218, 2.877881)
H (1.363381, -0.384784, 3.302392)
O (0.714306, 0.328166, 3.301706)
H (0.053204, -0.270555, -3.220249)
H (0.416996, -1.446754, -2.295782)
O (0.113696, -1.278929, -3.197321)
H (-0.188218, 2.741543, 0.728041)
H (-1.665883, 2.987610, 1.006570)
O (-0.998456, 3.052059, 0.276384)

Forces on atoms 1 to 2 (eV/Å):
0.29 -0.26 0.09
0.57 0.49 -0.18

Output
<S²> ... 0.754
Charge ... +1
LUMO energy (alpha / beta) ... -3.664 / -11.097 eV
Max |F| ... 9.79 eV/Å
Multiplicity ... 2
HOMO (alpha / beta) ... -14.69 / -14.69 eV

Question: Look up the multiplicity of the fifth one.
Answer: 1